Run A
Formula: C5H3N
Source: OMol25
Level of theory: the ωB97M-V functional and the def2-TZVPD basis

XYZ file:
```
9
Properties=species:S:1:pos:R:3
C -0.54 -0.27 -0.21
C -1.51 -0.37 0.48
C -3.24 0.69 -0.49
C 1.71 0.12 0.38
C 0.87 -0.33 -0.55
N -2.73 0.12 0.40
H 2.81 0.22 0.17
H 1.33 0.58 1.29
H 1.31 -0.76 -1.47
```

Values from the calculation:
Kohn-Sham gap = 9.402 eV
Total charge = 0

Run B
Formula: C5H3N
Source: OMol25
Level of theory: the ωB97M-V functional and the def2-TZVPD basis

XYZ file:
```
9
Properties=species:S:1:pos:R:3
C -1.54 -0.02 0.00
C 1.04 -0.69 0.00
C -0.12 -0.02 0.00
C -1.34 1.29 0.00
C 0.91 1.28 0.00
N 1.91 0.50 0.00
H -2.25 -0.82 0.00
H 1.33 -1.72 0.00
H 0.87 2.35 0.01
```

Values from the calculation:
Kohn-Sham gap = 8.699 eV
Total charge = 0

Best to worst by energy: run A, run B.

Run A
Formula: C5H3N
Source: OMol25
Level of theory: the ωB97M-V functional and the def2-TZVPD basis

XYZ file:
```
9
Properties=species:S:1:pos:R:3
C -0.97 -0.02 0.55
C -0.85 -0.34 -0.79
C 0.43 -0.15 -1.22
N 1.61 0.29 -1.40
C 1.39 0.13 -0.05
C 0.72 0.18 1.08
H -1.69 0.41 1.13
H -1.52 -0.71 -1.49
H 0.88 0.20 2.18
```

Values from the calculation:
Kohn-Sham gap = 8.547 eV
Total charge = 0

Run B
Formula: C5H3N
Source: OMol25
Level of theory: the ωB97M-V functional and the def2-TZVPD basis

XYZ file:
```
9
Properties=species:S:1:pos:R:3
C -0.77 -1.34 -0.37
C 0.30 -1.30 0.30
C 0.30 0.69 -0.11
C -1.05 0.22 -0.50
C 1.19 -0.25 0.67
N 1.52 0.64 -0.45
H -1.24 0.47 -1.49
H -1.91 0.66 0.19
H 1.66 0.22 1.76
```

Values from the calculation:
Kohn-Sham gap (spin up / spin down) = 8.256 / 8.255 eV
Total charge = 0

Run C
Formula: C5H3N
Source: OMol25
Level of theory: the ωB97M-V functional and the def2-TZVPD basis

XYZ file:
```
9
Properties=species:S:1:pos:R:3
C 1.10 -0.90 0.08
C 1.24 0.53 0.01
C -0.21 -1.10 -0.21
C -0.01 0.95 -0.32
C -1.10 0.01 -0.06
N -2.31 0.06 0.20
H 1.88 -1.65 0.07
H 2.14 1.12 -0.05
H -2.74 0.98 0.29
```

Values from the calculation:
Kohn-Sham gap = 7.787 eV
Total charge = 0

Run D
Formula: C5H3N
Source: OMol25
Level of theory: the ωB97M-V functional and the def2-TZVPD basis

XYZ file:
```
9
Properties=species:S:1:pos:R:3
C -2.85 0.69 0.05
C -1.68 0.31 0.01
C -0.41 -0.21 -0.02
N 0.64 0.84 0.04
C 1.89 0.51 -0.07
C 3.06 0.33 0.06
H -3.78 1.14 -0.15
H -0.29 -1.15 -0.32
H 4.03 0.55 0.30
```

Values from the calculation:
Kohn-Sham gap (spin up / spin down) = 7.802 / 7.569 eV
Total charge = 0

Best to worst by energy: run D, run A, run C, run B.

Run A
Formula: C5H4O2
Source: OMol25
Level of theory: the ωB97M-V functional and the def2-TZVPD basis

XYZ file:
```
11
Properties=species:S:1:pos:R:3
O -0.49 2.67 0.11
C -0.28 1.49 0.12
C -1.15 0.44 -0.39
C -0.71 -0.84 -0.48
C 0.60 -1.19 0.00
C 1.32 -0.23 0.60
O 0.92 1.05 0.69
H -2.13 0.75 -0.72
H -1.35 -1.60 -0.91
H 0.99 -2.20 -0.08
H 2.29 -0.37 1.06
```

Values from the calculation:
Kohn-Sham gap = 9.396 eV
Total charge = 0

Run B
Formula: C5H4O2
Source: OMol25
Level of theory: the ωB97M-V functional and the def2-TZVPD basis

XYZ file:
```
11
Properties=species:S:1:pos:R:3
O -2.07 -0.42 0.91
C -0.99 -0.23 0.45
C -0.40 0.57 -0.63
C 0.82 0.48 -0.77
C 1.60 -0.40 0.11
C 0.38 -0.95 1.00
O 0.44 -1.73 1.89
H 2.32 0.12 0.75
H 2.10 -1.23 -0.39
H -2.17 1.62 -1.91
H -2.02 2.16 -1.42
```

Values from the calculation:
Kohn-Sham gap (spin up / spin down) = 9.298 / 9.298 eV
Total charge = 0

Run C
Formula: C5H4O2
Source: OMol25
Level of theory: the ωB97M-V functional and the def2-TZVPD basis

XYZ file:
```
11
Properties=species:S:1:pos:R:3
O 2.26 -1.51 -0.25
C 1.29 -0.82 -0.06
C 1.19 0.64 0.04
C -0.05 1.16 -0.08
C -1.19 0.36 -0.39
C -1.11 -0.90 0.05
O 0.09 -1.47 0.27
H 2.11 1.16 0.31
H -0.54 2.01 0.39
H -2.10 0.86 -0.68
H -1.95 -1.48 0.40
```

Values from the calculation:
Kohn-Sham gap = 9.439 eV
Total charge = 0

Best to worst by energy: run A, run C, run B.

Run A
Formula: C6H8LiNaO6
Source: OMol25
Level of theory: the ωB97M-V functional and the def2-TZVPD basis

XYZ file:
```
22
Properties=species:S:1:pos:R:3
O -3.06 0.99 0.19
C -2.52 0.05 0.94
C -3.99 0.40 -0.74
O -3.13 -1.12 0.79
C -4.17 -1.02 -0.20
H -3.54 0.43 -1.74
H -4.91 0.99 -0.73
H -4.01 -1.80 -0.95
H -5.13 -1.16 0.31
O -1.37 0.12 1.37
Na 0.02 -1.78 2.33
C 2.30 -0.40 1.75
C 2.76 -0.34 0.34
O 3.10 1.05 -0.10
C 3.73 1.22 -1.25
O 3.98 0.25 -2.02
O 4.21 2.38 -1.48
H 2.15 0.62 2.16
H 3.07 -0.87 2.38
H 1.99 -0.68 -0.37
H 3.67 -0.93 0.16
Li 4.83 1.60 -3.14
```

Values from the calculation:
Kohn-Sham gap = 5.122 eV
Total charge = 0

Run B
Formula: C6H8LiNaO6
Source: OMol25
Level of theory: the ωB97M-V functional and the def2-TZVPD basis

XYZ file:
```
22
Properties=species:S:1:pos:R:3
O 0.08 -0.56 -1.46
C -0.40 0.73 -0.83
C -0.97 -1.04 -2.28
O 0.53 1.55 -0.50
O -1.24 1.25 -1.86
C -1.72 0.23 -2.72
Li 4.03 -0.21 3.20
H -1.63 -1.72 -1.72
H -0.54 -1.59 -3.13
H -2.81 0.12 -2.60
H -1.49 0.51 -3.75
O -2.52 0.45 0.36
C -1.31 0.31 0.39
C 1.38 0.31 2.49
O 2.69 0.14 2.07
O -0.83 -0.17 1.54
C 0.51 -0.66 1.70
Na 2.60 1.39 0.25
H 0.99 1.34 2.37
H 1.27 0.08 3.57
H 0.42 -1.62 2.22
H 0.97 -0.84 0.72
```

Values from the calculation:
Kohn-Sham gap = 5.933 eV
Total charge = 0

Best to worst by energy: run B, run A.

Run A
Formula: C4H9N2O
Source: OMol25
Level of theory: the ωB97M-V functional and the def2-TZVPD basis

XYZ file:
```
16
Properties=species:S:1:pos:R:3
C -0.34 -1.13 0.80
C -1.26 -2.31 1.20
C 0.47 -0.50 1.91
C 0.48 2.52 -2.56
N -0.29 -0.78 -0.35
N 1.46 1.87 -1.90
O 1.32 1.07 -1.07
H -1.94 -2.56 0.35
H -1.74 -1.96 2.04
H -0.68 -3.27 1.47
H -0.17 -0.69 2.77
H 0.88 0.51 1.63
H 1.34 -1.00 1.81
H 0.82 2.92 -3.49
H 0.12 3.46 -1.85
H -0.46 1.84 -2.74
```

Values from the calculation:
Kohn-Sham gap (spin up / spin down) = 5.235 / 5.260 eV
Total charge = +1

Run B
Formula: C4H9N2O
Source: OMol25
Level of theory: the ωB97M-V functional and the def2-TZVPD basis

XYZ file:
```
16
Properties=species:S:1:pos:R:3
C -3.35 0.73 0.40
C -0.93 0.56 -0.08
C 0.36 -0.90 -1.36
C 3.61 -0.14 1.15
N -2.05 0.88 0.01
N 0.24 0.18 -0.33
O 2.64 -0.18 0.48
H -3.87 1.50 -0.07
H -3.47 0.83 1.48
H -0.50 -1.52 -1.29
H 1.22 -1.59 -1.31
H 0.56 -0.43 -2.36
H 3.72 0.47 2.10
H -3.65 -0.26 0.21
H 4.42 -0.77 0.75
H 1.04 0.62 0.22
```

Values from the calculation:
Kohn-Sham gap = 11.066 eV
Total charge = +1

Best to worst by energy: run B, run A.

Run A
Formula: C4H9N2O
Source: OMol25
Level of theory: the ωB97M-V functional and the def2-TZVPD basis

XYZ file:
```
16
Properties=species:S:1:pos:R:3
C -1.60 -0.99 0.58
C -0.40 -0.44 0.73
C 0.73 -0.48 -0.26
N 1.31 0.86 -0.37
C 0.55 1.89 -1.20
N -0.84 1.95 -1.24
O 0.00 1.45 -2.31
H -2.45 -0.77 1.21
H -1.79 -1.81 -0.06
H -0.12 0.38 1.40
H 0.44 -0.98 -1.19
H 1.46 -1.09 0.30
H 2.30 0.86 -0.75
H 1.35 1.24 0.61
H 1.16 2.81 -1.19
H -1.35 1.29 -0.72
```

Values from the calculation:
Kohn-Sham gap = 10.714 eV
Total charge = +1

Run B
Formula: C4H9N2O
Source: OMol25
Level of theory: the ωB97M-V functional and the def2-TZVPD basis

XYZ file:
```
16
Properties=species:S:1:pos:R:3
C 0.73 0.68 1.69
C -0.21 0.38 0.61
C -1.63 -0.05 0.81
N -2.13 -0.36 -0.55
C -1.01 -0.10 -1.50
N 0.16 0.18 -0.68
H 1.85 0.89 1.54
H 0.59 -0.41 1.52
H 0.26 1.17 2.64
H -2.36 0.42 1.43
H -2.85 -1.09 -0.93
H -0.76 -0.91 -2.26
H 3.68 -0.52 -1.00
H 2.19 -0.64 -0.50
H -1.06 0.85 -2.05
O 3.12 -0.49 -0.18
```

Values from the calculation:
Kohn-Sham gap = 7.151 eV
Total charge = +1

Run C
Formula: C4H9N2O
Source: OMol25
Level of theory: the ωB97M-V functional and the def2-TZVPD basis

XYZ file:
```
16
Properties=species:S:1:pos:R:3
C -3.14 -0.47 0.70
C -2.17 -0.62 -0.24
C 2.15 -0.01 0.20
C -1.34 0.42 -0.69
N 2.44 -0.71 -0.87
N 3.09 0.55 0.91
O -1.34 1.65 -0.28
H -3.74 -1.31 1.01
H -3.37 0.47 1.19
H -2.01 -1.58 -0.69
H -0.61 0.24 -1.46
H 1.72 -1.18 -1.40
H 3.40 -0.87 -1.19
H 2.85 1.09 1.72
H 4.08 0.48 0.68
H -2.01 1.85 0.41
```

Values from the calculation:
Kohn-Sham gap (spin up / spin down) = 4.974 / 4.976 eV
Total charge = +1

Best to worst by energy: run C, run A, run B.

Run A
Formula: C4H9N2O
Source: OMol25
Level of theory: the ωB97M-V functional and the def2-TZVPD basis

XYZ file:
```
16
Properties=species:S:1:pos:R:3
C 1.61 0.01 0.41
C 0.21 -0.24 -0.11
C -0.02 -1.22 -1.22
N -0.97 -0.25 1.02
C -1.09 0.94 0.04
N -0.61 2.18 0.60
O -0.78 3.17 0.01
H 2.49 0.21 -0.28
H 1.99 -0.92 1.02
H 1.57 0.81 1.18
H 0.15 -0.83 -2.22
H -1.08 -1.60 -1.29
H 0.59 -2.04 -1.16
H -0.67 0.00 1.95
H -1.55 -1.04 0.88
H -1.85 0.81 -0.85
```

Values from the calculation:
Kohn-Sham gap = 8.929 eV
Total charge = +1

Run B
Formula: C4H9N2O
Source: OMol25
Level of theory: the ωB97M-V functional and the def2-TZVPD basis

XYZ file:
```
16
Properties=species:S:1:pos:R:3
C -1.61 -2.15 0.15
C -0.90 -0.87 0.42
C 0.42 -0.80 0.76
N 0.80 0.51 0.72
C -0.22 1.24 0.31
N -1.26 0.42 0.10
H -2.53 -2.32 0.72
H -1.84 -2.29 -0.90
H -0.98 -2.94 0.46
H 1.01 -1.62 1.07
H 1.68 1.01 0.58
H -0.25 2.28 0.03
H -2.17 0.79 -0.01
H 1.80 1.74 -2.49
H 3.05 1.06 -1.97
O 2.16 1.33 -1.70
```

Values from the calculation:
Kohn-Sham gap = 10.906 eV
Total charge = +1

Best to worst by energy: run B, run A.

Run A
Formula: C3H4Br2O
Source: OMol25
Level of theory: the ωB97M-V functional and the def2-TZVPD basis

XYZ file:
```
10
Properties=species:S:1:pos:R:3
C 0.33 1.25 -0.11
C 0.49 -0.21 0.13
Br 2.20 -0.99 -0.32
O -0.13 -0.80 1.24
C -0.73 -1.24 0.07
Br -2.48 -0.61 -0.31
H 0.55 1.79 0.81
H -0.69 1.49 -0.41
H 1.01 1.59 -0.89
H -0.54 -2.27 -0.23
```

Values from the calculation:
Kohn-Sham gap = 10.617 eV
Total charge = 0

Run B
Formula: C3H4Br2O
Source: OMol25
Level of theory: the ωB97M-V functional and the def2-TZVPD basis

XYZ file:
```
10
Properties=species:S:1:pos:R:3
C -0.66 -0.90 1.83
C 1.00 0.49 -0.74
C -0.48 0.31 -0.78
O 0.39 -1.01 2.33
Br -1.14 -1.12 -1.85
Br -1.59 1.83 -0.76
H -1.66 -1.20 2.16
H 1.46 -0.33 -0.20
H 1.24 1.43 -0.24
H 1.43 0.51 -1.75
```

Values from the calculation:
Kohn-Sham gap (spin up / spin down) = 8.057 / 8.352 eV
Total charge = 0

Best to worst by energy: run A, run B.